Here is a structure of composition C18H38O17 in a non-equilibrium geometry from OMol25. Energies are from ωB97M-V with the def2-TZVPD basis set.

Summary:
ΔE to the lowest compared entry with this formula, charge and spin: 2270.2 kJ/mol
electronic energy: -1986.9118 hartree
Kohn-Sham gap: 0.289 Eh
charge: 0
molecular weight: 526.485 g/mol
HOMO level: -8.341 eV

Geometry (Å):
C1 2.3623 1.5886 1.6079
C2 2.4349 0.2598 0.9473
O1 3.3315 -0.5296 1.7879
C3 3.4280 0.0779 2.9746
O2 3.8852 -0.4557 3.9794
O3 2.8312 1.3521 2.9072
H1 1.3251 1.8749 1.7821
H2 3.0075 2.3052 1.0996
H3 2.7650 0.3355 -0.0888
H4 1.4363 -0.1612 0.8299
C4 -0.9431 -0.7803 -4.4650
C5 -2.3508 -0.2583 -4.2204
O4 -2.3466 -0.1059 -2.8353
C6 -1.3265 -0.7169 -2.2505
O5 -1.2130 -0.8663 -1.0328
O6 -0.4160 -1.0537 -3.1979
H5 -0.3210 0.0072 -4.8904
H6 -1.1639 -1.6193 -5.1249
H7 -3.1258 -0.9772 -4.4862
H8 -2.5002 0.7483 -4.6109
C7 -0.1858 2.8022 -0.9780
C8 0.1241 4.2309 -0.7508
O7 -0.7523 4.9373 -1.6716
C9 -1.5118 4.0565 -2.2158
O8 -2.3153 4.3298 -3.0170
O9 -1.3094 2.8247 -1.7734
H9 -0.5373 2.1561 -0.1736
H10 0.5635 2.2106 -1.5040
H11 1.1786 4.3820 -0.9818
H12 -0.0912 4.5378 0.2727
C10 -0.5750 0.4708 3.0901
C11 -1.4240 -0.2763 4.1022
O10 -0.4660 -0.6571 5.0634
C12 0.8029 -0.4705 4.6390
O11 1.7576 -0.7240 5.3576
O12 0.7298 -0.0094 3.4425
H13 -0.6591 1.5553 3.1602
H14 -0.6910 0.1582 2.0524
H15 -1.8907 -1.1836 3.7186
H16 -2.0994 0.3727 4.6596
O13 -0.0507 0.2652 0.3373
H17 -0.4107 -0.1670 -0.4372
H18 0.7635 0.6655 0.0321
O14 1.3860 0.9559 -1.0421
H19 1.9820 1.6738 -0.8286
H20 1.9215 0.3401 -1.5424
C13 1.0995 -1.6866 -2.1191
C14 2.5953 -1.4153 -1.6808
O15 3.0392 -0.2800 -2.4044
H21 0.8474 -1.8762 -3.1625
H22 0.6597 -0.7385 -1.8098
H23 0.6532 -2.4492 -1.4809
H24 3.0347 -2.3623 -1.9942
H25 2.6410 -1.1911 -0.6150
H26 3.9210 -0.5343 -2.6860
C15 -3.7878 -1.1014 1.1342
C16 -2.6623 -0.3281 0.4604
O16 -1.5023 -0.4485 1.1825
H27 -4.0110 -0.5914 2.0712
H28 -3.5144 -2.1367 1.3382
H29 -4.6681 -1.1571 0.4938
H30 -2.9045 0.7346 0.4439
H31 -2.5380 -0.7437 -0.5396
H32 -0.7591 -0.0285 0.7433
C17 0.9815 -2.2590 0.9637
C18 -0.3346 -2.7497 0.3711
O17 -1.2496 -2.9107 1.4752
H33 1.6977 -2.0813 0.1615
H34 1.3965 -3.0219 1.6223
H35 0.8464 -1.2894 1.4431
H36 -0.2394 -3.6322 -0.2615
H37 -0.6098 -1.8983 -0.2513
H38 -1.9719 -2.2860 1.3765

Atomic partial charges in e from the Mulliken method, atoms 1 to 6: atom 1 (C): -0.099, atom 2 (C): -0.324, atom 3 (O): -0.523, atom 4 (C): 0.410, atom 5 (O): -0.536, atom 6 (O): -0.415

---

Here is a structure of composition C37H58AsI2NO2P2RuS2 from OMol25. Energies are from ωB97M-V with the def2-TZVPD basis set.

Summary:
electronic energy: -6054.6021 hartree
Kohn-Sham gap (alpha / beta): 0.284 / 0.198 Eh
<S²>: 6.04
spin multiplicity: 5
charge: +2
molecular weight: 1104.758 g/mol
HOMO level (alpha / beta): -13.108 / -13.486 eV

Geometry (Å):
Ru1 0.0550 0.5943 0.3860
I1 4.1593 -0.8426 -0.0413
C1 3.3168 -1.2786 1.8348
I2 1.8123 0.0592 2.5635
H1 4.0984 -1.2387 2.5779
H2 2.8426 -2.2483 1.7847
C2 -3.8776 1.0889 -0.3964
C3 -3.3299 1.9859 0.7211
P1 -1.5593 2.3638 0.5085
C4 -1.0244 3.3791 1.9400
C5 -2.1611 3.9736 2.7817
C6 -1.5724 3.4637 -0.9505
C7 -2.2144 4.8339 -0.7194
H3 -4.8665 0.7139 -0.1229
H4 -3.2383 0.2235 -0.5715
H5 -3.9827 1.6298 -1.3414
H6 -3.4850 1.5240 1.6911
H7 -3.8382 2.9490 0.7366
H8 -0.3926 4.1578 1.5213
H9 -0.3730 2.7672 2.5624
H10 -2.8202 4.6100 2.1858
H11 -1.7391 4.5893 3.5774
H12 -2.7701 3.1965 3.2490
H13 -2.1021 2.9176 -1.7335
H14 -0.5502 3.5797 -1.2838
H15 -3.2561 4.7638 -0.4056
H16 -2.1989 5.3993 -1.6530
H17 -1.6677 5.4174 0.0235
C8 2.8655 -6.8232 1.3027
C9 2.0476 -5.5944 0.9858
C10 1.2899 -4.9579 1.9614
C11 0.5232 -3.8245 1.7015
C12 -0.2725 -3.2246 2.8347
C13 0.5281 -3.3368 0.3948
As1 -0.3799 -1.7773 -0.2585
N1 -1.1960 -0.7901 1.0713
C14 -2.2785 -0.8157 1.9376
C15 -2.2228 -0.0315 3.0994
C16 -3.2676 -0.0408 4.0035
C17 -4.3995 -0.8112 3.7511
C18 -4.4645 -1.5964 2.5995
C19 -3.4082 -1.6162 1.7058
C20 -1.7996 -2.2228 -1.4968
C21 -2.5568 -3.3958 -1.3537
C22 -2.2078 -4.5217 -0.4052
C23 -3.6962 -3.5357 -2.1399
C24 -4.0947 -2.5727 -3.0573
C25 -5.3757 -2.7186 -3.8429
C26 -3.2708 -1.4659 -3.2377
C27 -2.1233 -1.2725 -2.4840
C28 -1.2600 -0.0779 -2.8190
C29 1.2839 -3.9492 -0.6192
C30 1.2791 -3.4547 -2.0521
C31 2.0295 -5.0698 -0.3008
H18 2.6675 -7.1875 2.3094
H19 3.9335 -6.6050 1.2244
H20 2.6495 -7.6268 0.5962
H21 1.2824 -5.3622 2.9700
H22 -0.1110 -3.7943 3.7501
H23 -1.3419 -3.2427 2.6250
H24 0.0094 -2.1902 3.0307
H25 -1.3325 0.5525 3.2910
H26 -3.2052 0.5493 4.9129
H27 -5.2287 -0.8035 4.4516
H28 -5.3419 -2.2032 2.4059
H29 -3.4588 -2.2073 0.7990
H30 -1.2224 -4.9339 -0.6189
H31 -2.9347 -5.3286 -0.5024
H32 -2.2044 -4.2002 0.6395
H33 -4.2903 -4.4400 -2.0307
H34 -5.7757 -3.7316 -3.7774
H35 -5.2254 -2.4710 -4.8964
H36 -6.1360 -2.0329 -3.4536
H37 -3.5287 -0.7332 -3.9994
H38 -1.6350 0.4258 -3.7092
H39 -0.2261 -0.3621 -3.0044
H40 -1.2610 0.6643 -2.0228
H41 1.7920 -2.4980 -2.1419
H42 0.2700 -3.3329 -2.4402
H43 1.7868 -4.1612 -2.7067
H44 2.6051 -5.5580 -1.0842
C32 4.2505 4.8490 -3.1857
C33 3.8996 3.4049 -2.9273
C34 4.8006 2.4292 -3.6377
O1 4.0567 3.1229 -1.4693
P2 2.9008 3.1159 -0.4291
S1 1.8317 4.7394 -0.3686
S2 1.5302 1.7260 -1.0580
O2 3.5389 2.6266 0.9000
C35 4.7265 3.1664 1.6455
C36 4.6164 4.6618 1.8703
C37 6.0155 2.7563 0.9664
H45 4.1242 5.0638 -4.2476
H46 5.2924 5.0387 -2.9151
H47 3.6104 5.5222 -2.6198
H48 2.8596 3.2091 -3.1903
H49 5.8430 2.6079 -3.3611
H50 4.7004 2.5574 -4.7183
H51 4.5396 1.4006 -3.3825
H52 4.6338 2.6493 2.5914
H53 4.7085 5.2081 0.9263
H54 5.4349 4.9794 2.5191
H55 3.6720 4.9334 2.3446
H56 6.1972 3.3515 0.0716
H57 6.0012 1.7001 0.6869
H58 6.8419 2.9194 1.6628

Atomic partial charges in e from the Mulliken method, atoms 1 to 6: atom 1 (Ru): -0.669, atom 2 (I): 0.089, atom 3 (C): -0.603, atom 4 (I): 0.140, atom 5 (H): 0.661, atom 6 (H): 0.037

---

Here is the molecule C6H11ClS in a non-equilibrium geometry from OMol25. Energies are from ωB97M-V with the def2-TZVPD basis set.

Summary:
ΔE to the lowest compared entry with this formula, charge and spin: 18.3 kJ/mol
electronic energy: -1093.5688 hartree
Kohn-Sham gap: 0.362 Eh
charge: 0
molecular weight: 150.674 g/mol
HOMO level: -9.075 eV
SMILES string: CC/C=C(/CS)CCl

Geometry (Å):
C1 3.6012 -0.8930 0.0884
C2 2.4477 -0.0896 -0.4590
C3 1.1238 -0.8370 -0.3248
C4 0.0223 -0.5049 0.3705
C5 -1.1372 -1.4321 0.4153
C6 -0.1772 0.8454 1.0282
H1 4.5934 -0.3839 -0.0607
H2 3.6827 -1.8373 -0.4285
H3 3.4944 -1.1045 1.1468
H4 2.5366 0.1461 -1.5532
H5 2.3061 0.8819 -0.0161
H6 1.2198 -1.8021 -0.8693
H7 -1.4382 -1.5890 1.4704
H8 -0.9756 -2.3740 -0.1120
H9 -2.2043 -0.1647 -1.3523
H10 0.6684 1.0744 1.7016
H11 -1.1468 0.8129 1.5427
S1 -2.7107 -0.8050 -0.2873
Cl1 -0.2734 2.1581 -0.2108

Atomic partial charges in e from the Mulliken method, atoms 1 to 6: atom 1 (C): -1.177, atom 2 (C): -0.369, atom 3 (C): -0.261, atom 4 (C): 0.453, atom 5 (C): -0.941, atom 6 (C): -0.824

---

Here is a structure of composition C40H34Cl4FN8O4S4Ta in a non-equilibrium geometry from OMol25. Energies are from ωB97M-V with the def2-TZVPD basis set.

Summary:
ΔE to the lowest compared entry with this formula, charge and spin: 40.8 kJ/mol
electronic energy: -5873.5952 hartree
Kohn-Sham gap: 0.178 Eh
charge: +2
molecular weight: 1160.790 g/mol
HOMO level: -10.916 eV

Geometry (Å):
Ta1 -2.5347 -0.6557 0.2072
Cl1 -0.1318 -4.2991 0.9548
C1 0.5541 -3.0949 1.9528
C2 1.8673 -3.2241 2.3366
C3 2.3787 -2.2998 3.2632
Cl2 3.9657 -2.5180 3.7934
C4 1.6234 -1.1922 3.7039
C5 1.9751 -0.2812 4.6943
C6 1.1110 0.7582 5.0899
C7 -0.0774 0.9940 4.3680
N1 -0.4810 0.0979 3.4457
C8 0.3256 -0.9451 3.1055
C9 -0.1090 -1.8375 2.1068
O1 -1.2153 -1.5480 1.3787
H1 2.5606 -4.0129 2.0178
H2 2.9395 -0.3901 5.2315
H3 1.3278 1.3796 5.9558
H4 -0.7681 1.8295 4.4677
F1 3.4544 -2.3150 -1.1578
C10 2.7472 -1.5320 -2.0503
C11 1.4503 -1.3820 -1.7395
C12 0.7093 -0.3947 -2.4443
C13 -0.5782 0.0185 -2.0011
O2 -0.8865 -0.3000 -0.7448
C14 -1.3918 0.7762 -2.8476
C15 -0.7953 1.4047 -3.9545
N2 0.5145 1.1783 -4.2892
C16 1.0822 1.7739 -5.4965
C17 0.8024 3.1872 -5.7481
C18 2.1683 2.7641 -5.2725
C19 1.3331 0.3294 -3.5149
C20 2.7008 0.1616 -3.8324
C21 3.4349 -0.8022 -3.1319
N3 4.7411 -1.1977 -3.4086
C22 5.1294 -2.6047 -3.3435
C23 6.5921 -2.9018 -3.6226
N4 7.2425 -1.9303 -4.5639
C24 7.0817 -0.5311 -4.0756
C25 5.5844 -0.1850 -4.1159
C26 -2.8257 0.8532 -2.5809
O3 -3.5083 1.4987 -3.3528
O4 -3.2361 0.1924 -1.5099
H5 1.0258 -1.9482 -0.9048
H6 -1.3514 2.0705 -4.6254
H7 1.2045 1.0804 -6.3411
H8 0.1819 3.7681 -5.0602
H9 0.5927 3.4055 -6.7887
H10 2.4474 2.9558 -4.2585
H11 2.9793 2.7647 -6.0015
H12 3.2003 0.7459 -4.5919
H13 4.5150 -3.2139 -4.0548
H14 4.9436 -3.0124 -2.3493
H15 6.6616 -3.9007 -4.0543
H16 7.1576 -2.9410 -2.6649
H17 6.8174 -2.0374 -5.5469
H18 8.2456 -2.2066 -4.6785
H19 7.6308 0.1487 -4.7423
H20 7.5063 -0.3646 -3.0827
H21 5.3013 -0.0900 -5.1728
H22 5.3746 0.7837 -3.6051
Cl3 -3.3554 -2.7856 2.6427
C27 -3.5625 -4.1593 1.5826
C28 -4.0852 -5.2534 2.2825
C29 -4.3376 -6.4997 1.6587
C30 -3.9751 -6.5776 0.2927
C31 -3.5442 -5.5018 -0.4485
Cl4 -3.4099 -5.8502 -2.1426
C32 -3.3162 -4.2377 0.2019
S1 -2.9787 -2.8199 -0.8260
H23 -4.1186 -5.0998 3.3633
H24 -4.7211 -7.3681 2.1967
H25 -4.0569 -7.4882 -0.2746
N5 -5.6391 -0.8561 1.7015
N6 -4.9407 -0.4489 0.4843
H26 -6.6389 -0.5897 1.6456
H27 -5.2384 -0.2549 2.4338
H28 -5.0682 0.5377 0.3447
H29 -5.3390 -0.9747 -0.3026
S2 -4.4312 2.4755 6.5017
C33 -3.6924 2.7298 5.0508
S3 -3.7569 1.3511 3.9623
C34 -2.8233 2.2791 2.8092
N7 -2.3875 3.4441 3.2383
N8 -2.9773 3.7340 4.4564
C35 -2.8708 5.0939 4.8604
C36 -1.8893 5.8930 4.2783
C37 -2.0512 7.2498 4.3543
C38 -3.0256 7.8764 5.0962
C39 -3.9176 7.0554 5.8155
C40 -3.8791 5.6656 5.6531
S4 -2.4529 1.6766 1.2298
H30 -1.1090 5.5163 3.5709
H31 -1.3612 7.8586 3.7568
H32 -3.0775 8.9556 5.1546
H33 -4.6864 7.5392 6.4222
H34 -4.5778 5.0031 6.2018

Atomic partial charges in e from the Mulliken method, atoms 1 to 6: atom 1 (Ta): -0.015, atom 2 (Cl): -0.085, atom 3 (C): 0.090, atom 4 (C): -0.467, atom 5 (C): 0.657, atom 6 (Cl): -0.243